(1)
DFT (ωB97M-V with the def2-TZVPD basis set) results for 2 unconnected molecules or ions with the total composition C40H43N3O4S2.

## Properties
gap between HOMO and LUMO: 0.11222 Eh
calculated total energy: -76502.03871 eV
HOMO energy: -5.61 eV

```
! RIJCOSX wB97M-V def2-TZVPD def2/J DEFGRID3
* xyz 0 1
C 3.738 2.948 -6.527
N 3.686 1.637 -5.883
C 4.152 0.539 -6.740
C 3.246 1.477 -4.554
C 3.554 0.323 -3.823
C 3.128 0.168 -2.533
C 2.372 1.153 -1.874
C 1.958 0.935 -0.516
C 1.058 1.693 0.182
C 0.679 1.515 1.538
C -0.457 2.276 2.039
C -1.434 2.786 1.161
C -2.476 3.545 1.620
C -2.627 3.811 2.986
N -3.698 4.629 3.449
C -4.515 4.229 4.587
C -3.748 6.057 3.138
C -1.680 3.279 3.873
C -0.618 2.548 3.413
C 1.422 0.632 2.442
C 2.818 0.479 2.347
C 3.502 -0.362 3.181
C 2.840 -1.079 4.184
N 3.562 -1.978 5.030
C 3.745 -1.698 6.448
C 3.877 -3.336 4.595
C 1.456 -0.906 4.318
C 0.769 -0.076 3.473
C 2.090 2.327 -2.599
C 2.517 2.480 -3.895
H 3.980 3.711 -5.790
H 4.509 2.961 -7.296
H 2.784 3.175 -7.000
H 3.954 -0.434 -6.293
H 3.642 0.580 -7.704
H 5.221 0.637 -6.925
H 4.185 -0.427 -4.265
H 3.379 -0.731 -2.003
H 2.376 0.074 -0.026
H 0.577 2.489 -0.356
H -1.398 2.532 0.116
H -3.208 3.924 0.927
H -4.330 3.183 4.829
H -4.289 4.846 5.454
H -5.566 4.355 4.337
H -2.959 6.312 2.431
H -4.717 6.313 2.715
H -3.606 6.636 4.049
H -1.769 3.502 4.923
H 0.123 2.207 4.116
H 3.363 1.080 1.641
H 4.568 -0.472 3.086
H 3.376 -0.700 6.672
H 3.207 -2.424 7.052
H 4.802 -1.750 6.699
H 3.569 -3.464 3.558
H 4.946 -3.518 4.679
H 3.345 -4.057 5.213
H 0.940 -1.461 5.083
H -0.296 0.024 3.588
H 1.566 3.141 -2.133
H 2.286 3.394 -4.416
C -4.847 0.585 0.471
C -3.773 0.207 1.253
C -3.081 -0.951 0.961
C -3.460 -1.712 -0.121
S -2.564 -3.187 -0.592
C -1.124 -2.317 -1.201
S 0.056 -3.018 -2.341
C -0.826 -4.341 -3.183
C -1.041 -5.560 -2.578
C -1.744 -6.542 -3.245
C -2.227 -6.303 -4.515
C -1.999 -5.087 -5.123
C -1.299 -4.105 -4.453
O 0.290 -1.936 -3.367
O 1.166 -3.641 -1.537
O -2.232 -3.988 0.643
O -3.298 -3.766 -1.780
C -4.528 -1.341 -0.901
C -5.224 -0.187 -0.609
H -5.381 1.494 0.695
H -3.458 0.830 2.075
H -2.253 -1.266 1.575
H -0.891 -1.360 -0.789
H -0.668 -5.728 -1.580
H -1.928 -7.487 -2.761
H -2.801 -7.061 -5.021
H -2.375 -4.897 -6.114
H -1.110 -3.148 -4.914
H -4.810 -1.968 -1.734
H -6.049 0.113 -1.235
*
```

Löwdin population analysis, charges in e, atoms 1 to 6: -0.06, -0.17, -0.05, -0.18, 0.00, 0.00

(2)
DFT (ωB97M-V with the def2-TZVPD basis set) results for a molecular structure, C40H43P2ScSi.

## Properties
gap between HOMO and LUMO: 0.25107 Eh
calculated total energy: -89317.50560 eV
HOMO energy: -13.85 eV

```
! RIJCOSX wB97M-V def2-TZVPD def2/J DEFGRID3
* xyz 2 1
C 0.143 -1.612 -4.346
C -0.904 -1.952 -3.462
C -2.225 -1.982 -3.955
C -2.491 -1.651 -5.282
C -1.444 -1.317 -6.149
C -0.128 -1.315 -5.678
P -0.598 -2.059 -1.665
C -1.767 -3.283 -1.034
C -3.008 -2.821 -0.547
C -3.936 -3.733 -0.051
C -3.632 -5.102 -0.026
C -2.392 -5.560 -0.496
C -1.450 -4.651 -0.985
Sc 1.317 -0.459 -0.540
P 0.306 1.991 -1.584
C -1.076 1.985 -2.771
C -0.942 2.320 -4.129
C -2.050 2.249 -4.978
C -3.291 1.823 -4.497
C -3.422 1.445 -3.156
C -2.322 1.505 -2.305
C 0.000 3.422 -0.471
C 1.065 3.857 0.351
C 0.843 4.772 1.378
C -0.442 5.292 1.594
C -1.494 4.897 0.760
C -1.279 3.979 -0.272
C 1.847 2.454 -2.439
C 3.010 1.669 -2.264
C 4.144 1.952 -3.025
C 4.181 3.097 -3.830
C 3.065 3.936 -3.914
C 1.897 3.619 -3.213
C 1.009 -2.841 -1.389
C 1.781 -3.394 -2.432
C 3.171 -3.399 -2.311
C 3.793 -2.837 -1.201
C 3.033 -2.386 -0.103
C 1.634 -2.616 -0.120
H 2.073 3.464 0.200
H 1.676 5.072 2.015
H -0.620 5.995 2.405
H -2.494 5.301 0.921
H -2.111 3.693 -0.916
H 0.019 2.640 -4.528
H -1.935 2.519 -6.029
H -4.147 1.763 -5.168
H -4.382 1.096 -2.777
H -2.421 1.172 -1.269
H 3.054 0.836 -1.534
H 5.000 1.284 -2.961
H 5.094 3.344 -4.372
H 3.094 4.843 -4.521
H 1.022 4.280 -3.256
H 1.294 -3.823 -3.310
H 3.767 -3.867 -3.093
H 4.885 -2.815 -1.157
H 3.519 -2.028 0.804
H 1.037 -2.514 0.797
H -3.226 -1.753 -0.560
H -4.900 -3.378 0.313
H -4.363 -5.817 0.362
H -2.155 -6.629 -0.478
H -0.470 -4.998 -1.327
H -3.046 -2.258 -3.291
H -3.518 -1.633 -5.646
H -1.647 -1.044 -7.184
H 0.699 -1.078 -6.351
H 1.181 -1.598 -4.012
H 1.243 -0.196 -2.290
H 1.871 -0.789 -2.186
C 1.028 -1.663 3.282
Si 0.137 -0.093 2.791
C -1.533 -0.103 3.666
C 1.133 1.358 3.431
C -0.147 0.103 0.959
H 0.870 -1.857 4.351
H 2.106 -1.572 3.116
H 0.665 -2.541 2.736
H -1.380 -0.169 4.751
H -2.102 0.814 3.464
H -2.147 -0.960 3.361
H 2.189 1.254 3.157
H 0.769 2.315 3.045
H 1.071 1.393 4.526
H -1.123 -0.340 0.687
H -0.243 1.188 0.746
*
```

Löwdin population analysis, charges in e, atoms 1 to 6: -0.12, -0.33, -0.07, -0.06, -0.05, -0.06

(3)
DFT (ωB97M-V with the def2-TZVPD basis set) results for 7 unconnected molecules or ions with the total composition C40H44Cl2N9.

## Properties
gap between HOMO and LUMO: 0.25653 Eh
calculated total energy: -80635.57995 eV
HOMO energy: -11.25 eV

```
! RIJCOSX wB97M-V def2-TZVPD def2/J DEFGRID3
* xyz 1 1
C -2.576 -3.142 -4.623
C -1.648 -2.196 -4.564
C -0.297 -1.347 -4.707
N 0.907 -1.938 -4.039
C 0.954 -3.436 -4.099
C 0.394 -4.195 -2.790
C 0.645 -3.420 -1.398
N 0.491 -1.927 -1.463
C 1.142 -1.408 -2.682
N 2.007 -0.370 -2.562
C 2.729 0.196 -3.762
Cl 4.075 -0.652 -4.662
C 2.266 1.486 -4.219
C 2.852 2.249 -5.508
Cl 0.903 2.320 -3.284
H -3.601 -3.678 -4.571
H -0.092 -1.074 -5.811
H -0.500 -0.327 -4.173
H 2.086 -3.721 -4.177
H 0.480 -3.883 -5.066
H -0.738 -4.464 -2.874
H 0.977 -5.202 -2.716
H -0.173 -3.800 -0.659
H 1.651 -3.771 -0.927
H -0.493 -1.621 -1.368
H 2.214 0.077 -1.639
H 3.669 3.014 -5.212
H 3.206 1.465 -6.274
H 1.968 2.845 -5.966
N 3.477 3.679 0.115
C 3.101 2.415 -0.146
C 3.243 1.367 0.750
C 3.811 1.634 1.988
C 4.210 2.930 2.284
C 4.022 3.910 1.321
H 2.666 2.257 -1.129
H 2.919 0.366 0.487
H 3.940 0.840 2.716
H 4.657 3.174 3.240
H 4.314 4.939 1.506
N -2.985 0.130 -2.207
C -2.486 1.364 -2.012
C -2.948 2.238 -1.043
C -3.989 1.821 -0.225
C -4.525 0.553 -0.403
C -3.992 -0.249 -1.399
H -1.677 1.644 -2.678
H -2.506 3.221 -0.929
H -4.378 2.478 0.546
H -5.338 0.196 0.217
H -4.374 -1.250 -1.576
N 1.896 8.079 -5.045
C 1.519 6.816 -5.308
C 1.661 5.767 -4.414
C 2.230 6.031 -3.176
C 2.631 7.326 -2.878
C 2.442 8.308 -3.838
H 1.082 6.659 -6.290
H 1.336 4.768 -4.679
H 2.360 5.236 -2.449
H 3.079 7.568 -1.922
H 2.736 9.336 -3.652
N 0.429 -4.686 1.585
C 1.401 -3.960 2.167
C 1.535 -3.809 3.537
C 0.613 -4.439 4.361
C -0.402 -5.194 3.789
C -0.450 -5.287 2.407
H 2.095 -3.483 1.482
H 2.340 -3.213 3.951
H 0.684 -4.344 5.440
H -1.139 -5.699 4.402
H -1.222 -5.868 1.913
N -2.561 1.404 3.825
C -1.867 1.959 4.834
C -0.516 2.262 4.765
C 0.162 1.974 3.589
C -0.529 1.398 2.532
C -1.880 1.136 2.698
H -2.440 2.163 5.733
H -0.008 2.712 5.609
H 1.221 2.195 3.497
H -0.030 1.160 1.600
H -2.465 0.690 1.899
N -3.482 -4.878 5.457
C -2.971 -3.647 5.635
C -3.428 -2.754 6.591
C -4.476 -3.149 7.411
C -5.025 -4.414 7.247
C -4.495 -5.235 6.265
H -2.156 -3.384 4.968
H -2.977 -1.775 6.692
H -4.863 -2.477 8.170
H -5.844 -4.754 7.869
H -4.887 -6.234 6.101
*
```

Löwdin population analysis, charges in e, atoms 1 to 6: 0.09, -0.08, -0.15, -0.10, -0.16, -0.15

- The lowest calculated total energy belongs to which entry?
  C40H43P2ScSi

Copy entry 2 word for word.
DFT (ωB97M-V with the def2-TZVPD basis set) results for a molecular structure, C40H43P2ScSi.

## Properties
gap between HOMO and LUMO: 0.25107 Eh
calculated total energy: -89317.50560 eV
HOMO energy: -13.85 eV

```
! RIJCOSX wB97M-V def2-TZVPD def2/J DEFGRID3
* xyz 2 1
C 0.143 -1.612 -4.346
C -0.904 -1.952 -3.462
C -2.225 -1.982 -3.955
C -2.491 -1.651 -5.282
C -1.444 -1.317 -6.149
C -0.128 -1.315 -5.678
P -0.598 -2.059 -1.665
C -1.767 -3.283 -1.034
C -3.008 -2.821 -0.547
C -3.936 -3.733 -0.051
C -3.632 -5.102 -0.026
C -2.392 -5.560 -0.496
C -1.450 -4.651 -0.985
Sc 1.317 -0.459 -0.540
P 0.306 1.991 -1.584
C -1.076 1.985 -2.771
C -0.942 2.320 -4.129
C -2.050 2.249 -4.978
C -3.291 1.823 -4.497
C -3.422 1.445 -3.156
C -2.322 1.505 -2.305
C 0.000 3.422 -0.471
C 1.065 3.857 0.351
C 0.843 4.772 1.378
C -0.442 5.292 1.594
C -1.494 4.897 0.760
C -1.279 3.979 -0.272
C 1.847 2.454 -2.439
C 3.010 1.669 -2.264
C 4.144 1.952 -3.025
C 4.181 3.097 -3.830
C 3.065 3.936 -3.914
C 1.897 3.619 -3.213
C 1.009 -2.841 -1.389
C 1.781 -3.394 -2.432
C 3.171 -3.399 -2.311
C 3.793 -2.837 -1.201
C 3.033 -2.386 -0.103
C 1.634 -2.616 -0.120
H 2.073 3.464 0.200
H 1.676 5.072 2.015
H -0.620 5.995 2.405
H -2.494 5.301 0.921
H -2.111 3.693 -0.916
H 0.019 2.640 -4.528
H -1.935 2.519 -6.029
H -4.147 1.763 -5.168
H -4.382 1.096 -2.777
H -2.421 1.172 -1.269
H 3.054 0.836 -1.534
H 5.000 1.284 -2.961
H 5.094 3.344 -4.372
H 3.094 4.843 -4.521
H 1.022 4.280 -3.256
H 1.294 -3.823 -3.310
H 3.767 -3.867 -3.093
H 4.885 -2.815 -1.157
H 3.519 -2.028 0.804
H 1.037 -2.514 0.797
H -3.226 -1.753 -0.560
H -4.900 -3.378 0.313
H -4.363 -5.817 0.362
H -2.155 -6.629 -0.478
H -0.470 -4.998 -1.327
H -3.046 -2.258 -3.291
H -3.518 -1.633 -5.646
H -1.647 -1.044 -7.184
H 0.699 -1.078 -6.351
H 1.181 -1.598 -4.012
H 1.243 -0.196 -2.290
H 1.871 -0.789 -2.186
C 1.028 -1.663 3.282
Si 0.137 -0.093 2.791
C -1.533 -0.103 3.666
C 1.133 1.358 3.431
C -0.147 0.103 0.959
H 0.870 -1.857 4.351
H 2.106 -1.572 3.116
H 0.665 -2.541 2.736
H -1.380 -0.169 4.751
H -2.102 0.814 3.464
H -2.147 -0.960 3.361
H 2.189 1.254 3.157
H 0.769 2.315 3.045
H 1.071 1.393 4.526
H -1.123 -0.340 0.687
H -0.243 1.188 0.746
*
```

Löwdin population analysis, charges in e, atoms 1 to 6: -0.12, -0.33, -0.07, -0.06, -0.05, -0.06